(1)
120
Properties=species:S:1:pos:R:3:forces:R:3 method="wB97M-V/def2-TZVPD" molar_mass_g_mol=850.72 e_above_lowest_ev=4.2437 charge=0
C 1.4636 -4.0137 0.5617 0.1 -0.4 -3.2
N 1.9906 -2.8337 1.2007 -1.8 2.3 1.9
C 3.0686 -3.1527 2.1757 1.2 0.8 0.8
C 2.5426 -1.9627 0.1327 -1.2 2.4 -1.1
C 0.7246 -2.1757 1.9067 -1.8 3.7 -2.8
C 1.0116 -0.9117 2.8407 -2.4 1.0 1.3
O -0.3024 -0.2387 3.1207 6.2 -7.3 11.8
H 0.9496 -3.5207 -0.4093 0.8 -2.0 2.2
H 0.6996 -4.4027 1.2307 0.3 -0.9 -0.4
H 2.3736 -4.6887 0.2497 -2.1 1.0 0.6
H 2.7596 -3.9437 2.8767 -0.1 0.8 0.0
H 3.6926 -2.2807 2.6127 -2.2 -0.8 -0.2
H 3.8496 -3.5507 1.5837 0.7 -1.1 -0.8
H 3.5176 -2.3257 0.0687 1.7 -0.8 -1.3
H 2.7486 -0.9047 0.4977 -1.2 -1.1 -0.4
H 1.8966 -1.9917 -0.8913 1.6 0.4 2.8
H -0.1414 -2.8557 2.0977 1.5 -0.2 0.9
H 0.0536 -1.5787 0.9997 2.3 -1.3 1.6
H 1.5456 -0.0867 2.3357 0.5 -1.0 -0.1
H 1.3876 -1.0497 3.9157 -0.1 -0.4 -1.9
H -0.6094 0.0923 2.4387 -4.3 5.4 -11.5
C -0.6274 6.3293 0.9897 -1.2 -0.1 -1.2
N -1.6474 5.4623 0.3377 0.8 0.8 -1.7
C -2.9334 6.2823 0.1667 3.6 2.0 4.9
C -1.2344 5.0703 -1.0803 0.6 2.5 -1.1
C -1.6994 4.2343 1.1417 2.0 -3.1 0.5
C -2.7694 3.2183 0.9427 -2.4 0.1 -2.0
O -2.6504 2.0673 1.7237 -6.0 3.5 1.6
H -0.5424 7.0913 0.2677 0.4 1.6 -0.3
H 0.3076 5.8643 1.0737 1.1 -1.1 0.3
H -1.0424 6.6163 1.9227 -0.1 0.5 0.8
H -3.5654 5.6663 -0.1693 -4.9 -4.8 -3.3
H -2.9084 7.1573 -0.4383 0.9 0.6 -0.3
H -3.3774 6.4563 1.1747 0.8 0.5 -0.5
H -0.3754 4.4563 -1.1773 0.7 -0.8 0.8
H -1.0784 5.9063 -1.8653 -0.3 -0.5 2.0
H -2.0464 4.5603 -1.4583 -1.6 -1.5 -0.7
H -1.9804 4.3713 2.1247 0.9 1.8 2.7
H -0.7134 3.5753 1.0277 -1.6 1.9 0.1
H -2.5344 2.9723 -0.1123 -1.6 -0.4 -0.1
H -3.7724 3.6923 1.2767 1.2 -0.8 -1.4
H -1.8224 1.7863 1.5767 6.2 -3.0 -1.1
Li -2.2044 0.6513 -0.3503 0.0 -0.6 -0.2
P 0.0186 0.8953 -0.3693 -0.7 -2.7 1.5
O -0.5524 -0.3707 -0.8863 0.9 -6.1 -4.0
O -0.7794 0.8103 0.8787 -1.0 0.0 8.6
O -0.9024 1.8323 -0.9553 -3.4 8.4 -6.4
O 1.4216 1.1833 -0.2323 4.8 0.6 -0.1
C -6.3074 -1.0997 -1.2533 -0.7 -0.2 -0.2
O -5.7104 -0.4797 -2.3693 0.9 0.7 -3.4
C -4.4384 -0.0097 -2.2853 -2.9 -4.3 8.7
O -3.9014 -0.1767 -1.1663 0.7 1.3 -1.3
O -3.9664 0.3603 -3.3213 -0.3 3.3 -5.3
C -2.6084 0.5893 -3.5813 3.0 1.4 1.2
H -5.5564 -1.8147 -0.8293 -1.0 0.8 0.3
H -7.2484 -1.6717 -1.6533 1.8 1.2 0.8
H -6.5504 -0.1727 -0.6983 -0.3 -1.5 1.1
H -1.8994 1.5173 -3.0373 -2.8 -2.4 -1.2
H -2.6274 0.5863 -4.6573 0.7 0.4 -0.3
H -2.1884 -0.3137 -3.1913 1.3 -0.4 0.0
C 1.3156 1.3623 -3.4263 -1.5 0.5 2.9
O 1.5436 1.1303 -4.8323 0.0 -0.6 -2.0
C 2.0846 -0.0107 -5.3053 0.5 -2.4 1.4
O 2.5536 -0.9027 -4.5743 -1.1 2.4 -2.4
O 2.0156 -0.1667 -6.7643 0.2 1.6 3.8
C 2.6876 -1.2987 -7.2133 3.1 -2.1 1.5
H 0.1996 1.2653 -3.0313 1.8 0.2 -1.7
H 1.5576 2.5013 -3.1383 0.1 -2.9 -0.9
H 1.7336 0.5463 -2.7553 0.4 1.4 -1.0
H 3.8446 -1.5247 -6.9443 -2.6 1.4 -0.2
H 2.6326 -1.3897 -8.2343 0.0 1.1 -2.7
H 2.2226 -2.2377 -7.0073 -0.8 -0.6 1.3
C 4.4656 1.1703 -1.5053 -1.1 1.2 -2.1
O 5.6096 1.6903 -0.7283 0.9 -0.4 0.0
C 6.5216 2.3893 -1.4243 -1.0 2.6 -4.8
O 6.2696 2.8863 -2.5673 0.8 -1.8 3.3
O 7.7026 2.6303 -0.8343 0.5 -0.3 1.4
C 8.8496 3.2353 -1.5683 -3.4 -1.3 -3.3
H 3.9366 2.0523 -2.0043 1.1 -1.0 0.3
H 3.5776 0.8433 -0.8873 1.6 -0.2 0.1
H 4.8236 0.4703 -2.3703 -0.6 1.1 1.9
H 9.7556 3.2223 -1.0863 1.3 0.9 2.8
H 8.5516 4.1693 -2.1323 0.4 -1.1 1.0
H 9.1726 2.4483 -2.2753 -0.9 0.5 -0.6
C 3.6536 0.1723 6.6647 -2.0 4.5 1.6
O 4.0326 1.1163 5.6597 0.0 0.9 0.9
C 4.2026 0.7073 4.5047 1.0 -4.5 -9.3
O 4.1736 -0.5347 4.0117 -0.1 5.0 3.6
O 4.4566 1.7293 3.5577 -1.7 -1.9 3.7
C 4.5186 1.2883 2.1627 -0.9 4.9 1.1
H 3.1506 -0.6957 6.3657 -0.5 -1.1 -0.9
H 2.9266 0.9783 7.1577 1.3 -2.7 0.2
H 4.5556 0.0493 7.1847 0.8 -0.7 1.3
H 3.6376 1.8693 1.6517 2.2 -0.9 0.4
H 4.3476 0.3023 2.1287 -0.4 -3.5 -0.4
H 5.5566 1.5793 2.1227 0.1 0.0 -2.2
C -2.1414 -3.0387 -1.3353 4.6 -0.5 1.0
O -2.3164 -4.4247 -1.6693 -0.4 -0.7 -1.9
C -1.9534 -5.2537 -0.7523 -0.2 -1.0 3.3
O -1.6104 -4.8637 0.3527 0.4 -0.9 -0.4
O -2.1054 -6.6267 -1.0063 0.8 4.7 -1.9
C -2.2184 -7.4437 0.0847 -2.6 -4.1 -0.2
H -2.6264 -2.4667 -2.0143 -1.5 1.3 -2.5
H -0.9754 -2.7237 -1.3853 -2.9 -0.7 0.4
H -2.5594 -2.8307 -0.3903 -0.1 0.1 1.2
H -2.4134 -8.3827 -0.5583 1.6 0.2 1.6
H -3.3094 -7.5217 0.4027 1.3 1.3 0.8
H -1.4364 -7.5057 0.8997 -0.9 0.3 -1.3
C -3.4884 -1.4317 2.2987 2.8 2.9 0.5
O -4.3354 -2.5667 2.1147 0.5 -1.3 -0.1
C -5.6264 -2.5227 2.0897 -5.4 7.6 -1.7
O -6.3234 -1.3547 1.9917 3.6 -5.4 0.9
O -6.3104 -3.6387 1.9857 2.6 -2.3 0.2
C -7.7404 -3.6327 1.9537 1.4 4.2 3.4
H -2.5714 -1.7787 2.9017 -1.5 0.2 -1.1
H -3.8814 -0.5657 2.8787 -0.6 -1.2 -0.1
H -3.0364 -0.7817 1.3957 -1.4 -2.4 1.1
H -7.9014 -2.8587 2.7827 -0.8 -1.0 -1.0
H -8.1914 -4.5267 2.2907 0.0 -1.2 -0.5
H -7.9724 -3.0827 1.0937 -1.2 -0.1 -1.6



(2)
105
Properties=species:S:1:pos:R:3:forces:R:3 method="wB97M-V/def2-TZVPD" molar_mass_g_mol=615.81 charge=+1
C -1.7801 1.3951 -1.6154 -0.2 0.1 -1.2
C -3.0784 0.6542 -2.1454 1.6 -0.5 -0.8
P -2.8240 -1.1958 -1.7923 -1.0 0.1 1.0
C -4.4681 -1.9665 -2.3379 0.4 0.0 -1.1
C -4.4004 -3.5533 -2.3044 0.6 1.0 0.1
C -1.5208 -1.7383 -3.0052 2.3 -0.3 -1.9
C -1.8121 -2.3107 -4.3609 0.1 0.8 2.1
N -0.8962 -2.6705 -5.2552 -1.6 0.7 1.4
N 0.3499 -2.5040 -4.9049 2.9 0.4 0.2
C 1.3740 -2.8772 -5.9553 -0.1 -0.7 -1.1
C 0.7593 -3.0226 -7.3883 1.0 0.0 -0.1
C 0.1958 -1.6810 -8.0152 -1.3 -0.9 1.5
C -1.3578 -1.8665 -8.3130 -0.2 -0.4 -0.7
N -1.7081 -1.4698 -9.7221 -0.9 -0.2 0.9
C 0.8662 -2.0423 -3.7235 -2.4 0.9 2.3
N 2.2506 -1.9282 -3.4065 -0.9 -0.5 -0.8
C -0.0880 -1.6237 -2.6751 -1.7 -1.0 -2.5
H -2.0482 2.4575 -1.4103 0.5 -0.8 0.2
H -1.2605 0.8788 -0.7734 -0.7 0.6 -0.3
H -1.0483 1.3897 -2.4742 -0.6 0.2 0.9
H -4.0344 1.0364 -1.7223 0.7 -0.6 -0.2
H -3.0670 0.7537 -3.2678 -0.5 0.2 1.1
H -4.6490 -1.5547 -3.3737 -0.2 -0.6 0.9
H -5.2969 -1.5788 -1.6901 1.0 -0.2 -0.4
H -4.5493 -3.9766 -3.3256 -0.2 0.2 0.9
H -5.1309 -3.9208 -1.5493 0.6 0.0 -0.8
H -3.3624 -3.8351 -1.9829 -1.0 -0.1 -0.1
H -2.8966 -2.4021 -4.6065 1.2 -0.2 -0.2
H 1.7842 -3.8694 -5.6259 -0.1 1.0 -0.3
H 2.1764 -2.1054 -5.9963 -0.7 -0.6 0.3
H 1.6084 -3.3542 -8.0520 -0.7 0.1 0.9
H 0.0398 -3.8733 -7.3718 0.3 0.8 -0.1
H 0.2471 -0.8926 -7.2102 0.3 -0.4 -1.1
H 0.7756 -1.4006 -8.9207 -0.7 -0.1 0.7
H -1.6763 -2.9437 -8.2206 0.7 0.9 0.3
H -1.9995 -1.3171 -7.5693 0.8 -0.3 -0.7
H -2.5784 -0.9267 -9.6705 0.6 0.0 -0.2
H -2.0117 -2.3276 -10.1970 0.4 0.5 0.0
H 2.7913 -1.4944 -4.1545 0.0 -0.3 0.3
H 2.6360 -2.8470 -3.1548 0.0 0.5 -0.1
H 0.2765 -1.2336 -1.7040 -0.2 -0.3 -0.9
C -0.6372 3.7664 1.0467 0.0 0.1 -0.1
O -2.0395 3.9584 0.9532 0.2 -0.1 0.1
C -2.7519 3.2752 1.9808 -0.3 0.3 -0.3
C -3.2053 4.2314 3.0700 0.2 -0.3 0.3
O -2.0993 4.7390 3.8048 0.0 0.1 -0.3
C -1.7690 6.0718 3.4395 0.0 0.0 0.1
H -0.1526 4.4435 0.3424 -0.1 0.0 0.0
H -0.2641 3.9851 2.0494 0.0 -0.1 0.0
H -0.3824 2.7363 0.7737 0.1 0.0 0.1
H -2.1501 2.4631 2.4012 0.0 0.1 0.1
H -3.6366 2.8316 1.5121 0.0 0.0 0.0
H -3.8349 3.6834 3.7783 0.0 0.0 0.0
H -3.8043 5.0455 2.6498 0.1 0.0 -0.1
H -2.5363 6.7603 3.8062 0.0 0.1 -0.1
H -1.6659 6.1783 2.3564 0.0 0.0 0.0
H -0.8179 6.3278 3.9062 -0.1 -0.1 0.1
C 3.1191 -3.1253 0.8681 0.0 0.1 0.1
O 1.7398 -3.4390 1.0024 0.2 0.0 -0.4
C 1.1481 -3.8273 -0.2265 -0.4 -0.1 0.6
C 0.9613 -5.3326 -0.3006 0.3 0.0 -0.5
O 2.2114 -6.0013 -0.3844 -0.1 0.2 0.2
C 2.5990 -6.5921 0.8501 0.1 -0.1 0.0
H 3.5384 -3.0026 1.8659 -0.1 0.0 0.0
H 3.6665 -3.9215 0.3590 0.0 0.0 0.0
H 3.2378 -2.1834 0.3200 0.1 0.0 0.0
H 1.7371 -3.4643 -1.0773 0.1 -0.1 0.0
H 0.1626 -3.3484 -0.2690 -0.1 0.0 -0.1
H 0.4075 -5.5748 -1.2151 -0.1 0.0 0.0
H 0.3765 -5.6950 0.5502 0.0 0.1 0.0
H 1.9675 -7.4595 1.0643 0.0 0.0 0.1
H 2.5360 -5.8779 1.6746 0.0 0.0 0.0
H 3.6319 -6.9256 0.7569 -0.1 0.0 -0.1
C -6.0717 10.0524 7.4589 0.0 0.0 0.1
O -5.5520 8.8360 7.9729 0.0 0.1 -0.3
C -5.3363 7.8636 6.9574 0.2 -0.1 0.5
C -3.8638 7.7513 6.6033 -0.2 0.1 -0.5
O -3.3973 8.9264 5.9493 0.0 0.0 0.3
C -2.6343 9.7595 6.8084 0.0 0.0 -0.1
H -6.0516 10.7938 8.2578 0.0 -0.1 0.0
H -5.4749 10.4258 6.6235 0.0 0.0 0.0
H -7.1092 9.9114 7.1384 0.0 0.1 -0.1
H -5.9354 8.0854 6.0685 0.1 0.0 0.0
H -5.6745 6.9039 7.3610 0.0 0.0 -0.1
H -3.7337 6.9222 5.8996 0.0 -0.1 0.1
H -3.2641 7.5327 7.4923 -0.1 0.1 0.0
H -1.6648 9.2958 7.0165 0.0 0.0 0.1
H -3.1578 9.9552 7.7477 0.0 0.0 0.0
H -2.4660 10.7084 6.2991 0.0 -0.1 -0.1
C 9.1402 -5.4746 2.6541 0.1 0.1 0.1
O 9.0665 -4.1482 2.1530 -0.2 -0.2 0.0
C 8.2547 -4.0493 0.9906 0.2 0.4 0.2
C 6.8938 -3.4588 1.3164 -0.1 -0.4 -0.2
O 6.1169 -4.3505 2.1086 0.1 0.2 0.1
C 6.0789 -3.9646 3.4747 -0.1 -0.1 0.0
H 9.6331 -5.4427 3.6258 0.0 0.1 -0.1
H 8.1482 -5.9139 2.7823 0.0 0.0 -0.1
H 9.7364 -6.0977 1.9798 -0.1 -0.1 0.0
H 8.1503 -5.0227 0.5008 -0.1 0.0 0.1
H 8.7723 -3.3776 0.2984 0.0 0.0 0.0
H 6.3453 -3.3030 0.3807 0.0 0.0 0.0
H 6.9983 -2.4868 1.8090 0.1 -0.1 0.0
H 5.4653 -3.0653 3.5938 0.1 0.1 0.1
H 7.0814 -3.7802 3.8683 0.0 0.0 0.0
H 5.6248 -4.7756 4.0440 0.0 0.0 -0.1



| no. | maximum force (Eh/bohr) | HOMO (eV) | Kohn-Sham gap (Ha) |
| --- | --- | --- | --- |
| 1 | 0.296 | -5.898 | 0.217 |
| 2 | 0.067 | -10.235 | 0.213 |